Version a
10
Properties=species:S:1:pos:R:3 method="wB97M-V/def2-TZVPD" charge=0 lumo_energy_ev=0.41
O 1.31491 -1.13436 1.45675
C 1.26669 -0.37165 0.52267
C 0.20431 -0.10983 -0.51256
C -1.21167 -0.31103 -0.39659
N -0.18696 1.24156 -0.13487
H 1.81416 0.59384 0.41089
H 0.53319 -0.06774 -1.55436
H -1.80024 -0.70711 -1.25191
H -1.70438 -0.42289 0.55458
H -0.23000 1.28922 0.90540

Version b
10
Properties=species:S:1:pos:R:3 method="wB97M-V/def2-TZVPD" charge=0 lumo_energy_ev=0.65 smiles=N#CCCO
O 0.34874 1.26625 -1.38729
C 0.64783 0.44906 -0.27861
C -0.41801 -0.65647 -0.08501
C -0.57843 -1.02140 1.32473
N -0.69756 -1.25923 2.45063
H -0.12179 2.04534 -1.06909
H 1.61953 -0.01314 -0.47314
H 0.74210 1.03698 0.64226
H -0.16289 -1.55231 -0.66043
H -1.37951 -0.29507 -0.46403

Version c
10
Properties=species:S:1:pos:R:3 method="wB97M-V/def2-TZVPD" charge=0 lumo_energy_ev=0.48
C -0.55473 -0.65043 0.27612
C -1.65166 -0.65214 -0.66939
C 1.33411 -0.77032 0.57664
N -1.68015 -0.59551 0.79959
O 1.97979 -0.28800 -0.55318
H -1.92755 0.21547 -1.19568
H -1.94750 -1.51585 -1.26856
H 1.26830 -1.93880 0.57997
H 1.58363 -0.29776 1.56610
H 2.48937 0.61038 -0.33868

Version d
10
Properties=species:S:1:pos:R:3 method="wB97M-V/def2-TZVPD" charge=0 lumo_energy_ev=0.70 smiles="O=C[C@H]1CN1"
O 1.51541 1.38799 -0.06793
C 0.30689 1.34931 0.03926
C -0.42770 0.08768 0.40182
C -0.32861 -1.11434 -0.51224
N 0.46250 -1.01504 0.67894
H -0.28396 2.27949 -0.04978
H -1.39268 0.20309 0.86975
H -1.08823 -1.89350 -0.44509
H -0.17848 -0.59736 -1.44271
H 1.41486 -0.68733 0.52797

The most stable arrangement is version b, and the next structure is 138.6 kJ/mol less stable.

Version a
10
Properties=species:S:1:pos:R:3 method="wB97M-V/def2-TZVPD" charge=0 lumo_energy_ev="-0.02 / -1.89"
C 2.23294 -1.02368 0.02852
C -1.35428 1.33084 -0.04303
C -0.38183 0.23274 0.18404
N -1.54725 -0.18029 0.01704
O -2.46892 -0.96978 -0.05356
H 2.54149 -0.56249 0.94320
H 2.45448 -0.55186 -0.90505
H -1.50452 1.78011 -1.01659
H -1.70635 1.91443 0.79735
H 1.73424 -1.97002 0.04809

Version b
10
Properties=species:S:1:pos:R:3 method="wB97M-V/def2-TZVPD" charge=0 lumo_energy_ev=0.83 smiles="N/C=C/C=O"
C -0.04379 0.89265 0.14413
C 0.47282 -0.32416 0.44247
C 0.02925 -1.50513 -0.26177
H -0.26406 2.92691 0.43381
H 0.85616 2.13529 1.51928
H -0.76215 0.93832 -0.65936
H 1.24232 -0.40740 1.19747
H 0.45684 -2.45597 0.12080
N 0.23223 2.09140 0.72570
O -0.73805 -1.51964 -1.20511

The most stable arrangement is version b, and the next structure is 747.9 kJ/mol less stable.

Version a
20
Properties=species:S:1:pos:R:3 method="wB97M-V/def2-TZVPD" charge=+1 lumo_energy_ev=-3.59
C 2.17972 -0.06366 -0.30458
C -2.34889 -0.54373 -0.38108
C -0.90252 1.58882 -0.00623
C -0.06876 -0.63579 0.68372
C -0.90286 0.13915 -0.30917
N 3.12504 0.67880 0.17560
N 0.14233 -1.87062 0.47263
H 2.32879 -0.33470 -1.31676
H -2.39275 -1.65182 -0.28655
H -2.59070 -0.05437 -1.27741
H -2.89836 -0.13824 0.41768
H -0.00811 2.02165 -0.39409
H -1.01416 1.77636 1.07864
H -1.69589 1.97227 -0.66170
H 0.39289 -0.09207 1.60223
H -0.41953 0.05309 -1.23922
H 4.03101 0.84916 -0.22567
H -0.44246 -2.20304 -0.26723
H 0.48869 -2.57967 1.10912
H 2.99652 1.08840 1.13004

Version b
20
Properties=species:S:1:pos:R:3 method="wB97M-V/def2-TZVPD" charge=+1 lumo_energy_ev=-3.03 smiles="C=C(CCN)[NH2+]C"
C 1.51973 0.87088 1.00064
C 0.64346 1.42360 -0.13798
C -0.10890 0.36034 -0.90167
C -0.07213 0.13787 -2.19422
C -1.51516 -1.71109 -0.41650
N -1.09218 -0.32545 -0.03281
N 0.80367 -0.09293 1.88354
H 2.45615 0.39334 0.75044
H 1.73535 1.72862 1.64188
H 1.33827 1.90084 -0.82440
H -0.10844 2.09199 0.27837
H -0.64344 -0.67825 -2.62593
H 0.57405 0.67682 -2.85693
H -0.67508 -2.37829 -0.33124
H -2.18016 -2.02446 0.38475
H -2.09799 -1.66926 -1.32258
H -1.92015 0.26295 -0.03429
H 0.60621 0.34442 2.77177
H 1.33386 -0.93154 2.04901
H -0.59713 -0.38041 0.91815

Version c
20
Properties=species:S:1:pos:R:3 method="wB97M-V/def2-TZVPD" charge=+1 lumo_energy_ev=-4.68
C -0.55853 -1.59400 1.29699
C -1.09550 -2.73915 -0.76814
N -0.62395 -1.73092 -0.16345
H -1.31251 -0.87107 1.61001
H 0.41977 -1.18176 1.53859
H -0.67709 -2.57154 1.74531
H -1.45408 -3.57983 -0.18213
H -1.10850 -2.75043 -1.84729
H -0.41405 -0.87422 -0.72639
C -0.73438 0.95737 -1.55467
C -0.14097 1.59842 -0.53476
N 1.20795 1.82095 -0.40628
C 1.73069 2.12841 0.91092
H -0.15065 0.64123 -2.41038
H -1.80556 0.85947 -1.59727
H -0.70152 1.94435 0.32978
H 1.76890 1.21859 -0.98873
H 2.78207 2.37778 0.82825
H 1.25091 3.02887 1.28497
H 1.61701 1.31748 1.63466

Version d
20
Properties=species:S:1:pos:R:3 method="wB97M-V/def2-TZVPD" charge=+1 lumo_energy_ev=-3.59 smiles="N/C=C/CCC[NH3+]"
C 0.66873 0.86453 1.60808
C 0.33701 -0.62850 1.54753
C 0.57174 -1.47038 0.30216
N -0.80396 0.63525 -2.35165
C -0.49228 -0.68004 -1.80838
C -0.66097 -1.29445 -0.60600
N -0.13608 1.62734 0.57183
H 0.47655 1.34788 2.56001
H 1.72726 0.94487 1.36245
H -0.69837 -0.81941 1.85056
H 0.85513 -1.00002 2.46345
H 1.48607 -1.16347 -0.25726
H 0.62707 -2.57410 0.35853
H -1.41925 0.48494 -3.15936
H 0.07330 1.04741 -2.64172
H 0.27562 -1.11777 -2.50669
H -1.63883 -1.76822 -0.38473
H -1.07328 1.74474 0.96785
H -0.35013 1.21739 -0.38079
H 0.17466 2.60201 0.50415

The most stable arrangement is version b, and the next structure is 95.9 kJ/mol less stable.

Version a
20
Properties=species:S:1:pos:R:3 method="wB97M-V/def2-TZVPD" charge=+1 lumo_energy_ev=-5.88
C 0.13560 -0.70359 0.31790
C 0.06840 0.71534 -0.12265
C -0.04097 -0.88606 1.71332
C 0.27005 -1.67778 -0.69443
C -1.29335 1.17061 -0.19902
N 0.84547 1.53618 0.75621
N 0.54511 0.72274 -1.51614
H 0.36640 -1.79561 1.96527
H -0.97100 -0.70108 2.28865
H 0.54146 -0.00904 2.12708
H -0.41859 -2.61107 -0.50691
H 1.25952 -1.91654 -0.65755
H 0.06224 -1.02578 -1.62076
H -1.28402 2.12374 -0.60723
H -1.89297 1.12384 0.77016
H -1.98052 0.59834 -0.81804
H 0.71547 2.52618 0.86288
H 1.76709 1.24837 0.57998
H 0.16209 1.49464 -2.02349
H 1.59465 0.98450 -1.64461

Version b
20
Properties=species:S:1:pos:R:3 method="wB97M-V/def2-TZVPD" charge=+1 lumo_energy_ev=-3.44
C 0.86966 -0.30600 1.65625
C 1.36415 -0.14290 2.90913
N -0.57994 -0.33646 1.46217
H 1.43932 -0.31113 0.74803
H 2.40547 -0.05634 3.15969
H 0.65326 0.05467 3.74010
H -1.11048 -0.15829 2.33185
H -0.81285 0.35763 0.73266
H -0.93431 -1.24847 1.17116
C 0.94697 -0.18990 -1.74652
C -0.50085 0.33712 -1.64718
C -0.80212 1.47863 -0.99224
N -1.46695 -0.48295 -2.27137
H 1.22666 -0.43231 -2.76524
H 0.96299 -1.18040 -1.19685
H 1.69971 0.44744 -1.32904
H -1.85196 1.82937 -0.86015
H -0.00641 2.24137 -0.91207
H -1.12011 -1.43312 -2.37659
H -2.38220 -0.46796 -1.81379

The most stable arrangement is version b, and the next structure is 162.3 kJ/mol less stable.